ORCA calculation (ωB97M-V/def2-TZVPD) on a structure of composition C26H67CrN3O13V2.

Last column: Mulliken spin population.
CARTESIAN COORDINATES (ANGSTROEM)
Cr1 3.72 -0.95 -1.09  4.1806
V1 1.24 0.07 2.09  2.9099
O1 -3.62 1.88 0.61  -0.0008
V2 -2.26 2.06 1.35  0.0056
O2 -1.85 3.55 1.56  -0.0013
O3 2.02 -0.19 -0.06  -0.2543
C1 0.94 0.28 -0.88  0.0656
C2 -0.46 0.24 -0.30  0.0411
O4 -0.61 0.74 1.03  0.0110
H1 0.89 -0.31 -1.80  0.0575
H2 1.13 1.33 -1.14  -0.0571
H3 -0.86 -0.78 -0.33  -0.0491
H4 -1.10 0.82 -0.98  0.0214
C3 -5.84 -1.66 -3.00  0.0000
O5 -5.40 -2.22 -1.77  0.0000
C4 -4.18 -1.68 -1.30  0.0000
C5 -3.94 -2.20 0.11  -0.0023
N1 -3.99 -3.66 0.07  -0.0001
C6 -3.99 -4.31 1.35  -0.0004
C7 -4.49 -5.74 1.23  0.0001
O6 -5.88 -5.74 0.93  0.0000
C8 -6.71 -5.94 2.06  0.0000
H5 -6.87 -1.96 -3.13  0.0000
H6 -5.28 -2.10 -3.85  0.0000
H7 -5.71 -0.58 -3.07  0.0000
H8 -4.26 -0.58 -1.26  0.0001
H9 -3.37 -1.95 -2.00  -0.0001
H10 -4.67 -1.73 0.78  0.0000
H11 -2.91 -1.90 0.34  -0.0007
H12 -4.74 -3.94 -0.54  0.0000
H13 -4.69 -3.79 2.04  0.0000
H14 -3.01 -4.30 1.84  0.0002
H15 -4.23 -6.31 2.13  0.0000
H16 -4.03 -6.27 0.39  0.0000
H17 -6.63 -5.16 2.83  0.0000
H18 -6.52 -6.91 2.53  0.0000
H19 -7.75 -5.98 1.72  0.0000
C9 -0.36 -2.85 1.57  0.0051
O7 0.19 -1.93 2.50  0.0146
C10 -0.53 -1.92 3.74  0.0064
C11 0.18 -1.00 4.70  0.0040
N2 0.28 0.35 4.02  -0.0144
C12 1.11 1.32 4.76  0.0069
C13 1.19 2.59 3.90  -0.0021
O8 1.57 2.18 2.61  0.0063
C14 1.60 3.23 1.60  0.0125
H20 -0.03 -2.59 0.57  0.0036
H21 -1.45 -2.83 1.57  -0.0023
H22 -0.05 -3.87 1.81  0.0041
H23 -0.59 -2.93 4.14  -0.0014
H24 -1.56 -1.56 3.58  -0.0033
H25 1.16 -1.36 5.02  -0.0054
H26 -0.42 -0.86 5.60  0.0017
H27 -0.67 0.70 4.17  0.0207
H28 2.12 0.97 4.95  -0.0047
H29 0.65 1.57 5.72  0.0038
H30 1.85 3.33 4.36  -0.0001
H31 0.19 3.04 3.85  -0.0033
H32 2.00 2.80 0.68  0.0031
H33 2.26 4.05 1.90  0.0043
H34 0.59 3.58 1.40  -0.0084
C15 2.04 -3.68 -0.88  0.0019
O9 3.22 -2.88 -0.60  0.0206
C16 4.35 -3.69 -0.17  -0.0121
C17 5.47 -2.73 0.18  -0.0021
N3 5.76 -1.84 -0.98  0.0063
C18 6.77 -0.80 -0.57  0.0208
C19 6.10 0.41 0.08  -0.0194
O10 4.90 0.70 -0.60  0.0062
C20 4.54 2.07 -0.44  0.0088
H35 2.16 -4.22 -1.82  0.0002
H36 1.21 -2.98 -1.02  -0.0048
H37 1.82 -4.33 -0.04  0.0046
H38 4.61 -4.33 -1.02  -0.0052
H39 4.12 -4.33 0.67  -0.0023
H40 6.35 -3.34 0.43  0.0093
H41 5.22 -2.18 1.08  0.0030
H42 6.25 -2.43 -1.66  0.0070
H43 7.25 -0.46 -1.49  -0.0051
H44 7.52 -1.23 0.09  -0.0020
H45 6.83 1.22 0.01  -0.0008
H46 5.98 0.26 1.17  -0.0120
H47 4.40 2.27 0.63  -0.0047
H48 3.60 2.27 -0.95  0.0032
H49 5.31 2.73 -0.82  0.0061
C21 -2.17 5.81 -1.32  0.0001
C22 -2.87 4.47 -1.18  -0.0001
O11 -1.94 3.36 -1.12  -0.0001
H50 -2.82 6.62 -1.64  0.0000
H51 -1.38 5.82 -2.09  0.0000
H52 -1.67 6.08 -0.39  0.0000
H53 -3.57 4.33 -2.02  0.0000
H54 -3.48 4.49 -0.28  0.0000
H55 -1.56 3.27 -2.02  0.0002
C23 0.12 1.42 -4.68  0.0016
C24 -1.27 1.93 -4.30  0.0002
O12 -1.26 3.27 -3.84  0.0001
H56 0.07 0.39 -5.00  -0.0002
H57 0.81 1.58 -3.84  -0.0017
H58 0.57 2.03 -5.48  -0.0001
H59 -1.63 1.32 -3.47  0.0003
H60 -1.95 1.79 -5.14  0.0000
H61 -0.99 3.82 -4.59  0.0000
C25 1.68 4.12 -2.26  0.0036
C26 2.22 5.44 -1.76  0.0003
O13 3.60 5.33 -1.41  0.0003
H62 2.01 3.83 -3.25  -0.0003
H63 0.59 4.15 -2.30  -0.0004
H64 1.84 3.34 -1.50  -0.0099
H65 1.71 5.77 -0.86  0.0000
H66 2.11 6.20 -2.53  0.0000
H67 4.12 5.41 -2.22  0.0000

As for the orbital gap (alpha / beta): 0.1854 / 0.1852 Eh. The total charge is +3. Its largest force on an atom is 3.274 eV/Å. The total energy is -138906.5081 eV. As for the spin multiplicity: 8. For the highest occupied orbital energy (alpha / beta), the calculation gives -14.124 / -14.124 eV.